# 1
# C4H12NO2

A 3-piece molecular cluster, C4H12NO2 overall at a distorted geometry (wB97M-V/def2-TZVPD, the OMol25 dataset).

```
19
Properties=species:S:1:pos:R:3
C 1.471 -1.881 0.512
C 0.755 -0.599 0.873
C -0.722 -0.692 0.865
C 0.063 -0.017 -0.402
O -0.124 1.306 -0.450
N -2.560 0.811 -1.527
H 2.030 -1.736 -0.391
H 2.166 -2.214 1.326
H 0.721 -2.679 0.360
H 1.293 0.160 1.460
H -1.336 -1.518 0.520
H -1.370 0.094 1.276
H -0.125 -0.658 -1.300
H -1.656 1.308 -1.327
H -3.365 1.073 -0.943
H -2.797 0.608 -2.394
H 2.396 2.685 0.875
H 1.176 2.044 0.059
O 1.984 1.905 0.608
```

Calculated values
- E_HOMO: -13.899 eV
- 2S+1: 1
- Energy relative to the best compared isomer or geometry (same formula, charge and spin): 156.1 kcal per mole
- Gap between HOMO and LUMO: 5.36 eV
- Total charge: +1

# 2
# C3H3N3O2

One molecule with the formula C3H3N3O2 at a distorted geometry (wB97M-V/def2-TZVPD, the OMol25 dataset).

```
11
Properties=species:S:1:pos:R:3
C 1.720 0.080 -0.001
C -1.373 -0.388 0.172
C -2.758 0.201 -0.027
H 2.025 1.884 0.888
H 2.682 -0.337 0.065
H 0.810 -1.609 -0.654
N 1.377 1.278 0.319
N 0.783 -0.653 -0.744
N -3.819 0.700 -0.253
O -0.490 -0.211 -0.933
O -0.956 -0.945 1.169
```

Calculated values
- E_HOMO: -9.937 eV
- 2S+1: 1
- Energy relative to the best compared isomer or geometry (same formula, charge and spin): 103.4 kcal per mole
- Gap between HOMO and LUMO: 9.42 eV
- SMILES: [H]/N=C/NOC(=O)C#N

# 3
# C36H34InN9O4SSe

C36H34InN9O4SSe as an isolated structure (wB97M-V/def2-TZVPD, the OMol25 dataset).

```
86
Properties=species:S:1:pos:R:3
In -1.011 -1.482 0.721
C 4.580 5.851 1.639
C 4.151 4.490 2.132
C 4.706 3.933 3.279
C 4.311 2.677 3.727
C 3.353 1.961 3.025
C 2.791 2.503 1.875
C 3.191 3.757 1.437
S 2.853 0.333 3.602
O 3.673 -0.599 2.864
O 3.071 0.382 5.037
N 1.381 0.205 3.103
C 0.333 0.850 3.713
C 0.219 1.166 5.089
C -0.860 1.894 5.532
C -1.847 2.307 4.636
C -1.682 1.934 3.319
N -0.644 1.228 2.867
H 5.169 6.373 2.395
H 3.715 6.472 1.395
H 5.190 5.768 0.736
H 5.452 4.494 3.834
H 4.724 2.248 4.632
H 2.039 1.938 1.335
H 2.747 4.174 0.539
H 0.988 0.828 5.767
H -0.940 2.146 6.584
H -2.708 2.881 4.952
H -2.418 2.200 2.563
N 2.154 -4.823 -8.788
C 1.799 -4.513 -7.739
C 1.355 -4.127 -6.417
C 1.112 -2.790 -6.121
C 0.711 -2.427 -4.847
C 0.547 -3.388 -3.853
C 0.771 -4.727 -4.164
C 1.178 -5.098 -5.435
C 0.151 -2.987 -2.473
C 1.092 -2.235 -1.751
C 2.396 -1.860 -2.188
C 3.020 -1.257 -1.115
C 2.089 -1.289 -0.050
N 0.950 -1.864 -0.420
C -1.083 -3.429 -2.031
C -2.046 -4.188 -2.771
C -3.125 -4.360 -1.943
C -2.800 -3.687 -0.728
N -1.605 -3.139 -0.780
H 1.231 -2.043 -6.895
H 0.497 -1.393 -4.609
H 0.637 -5.472 -3.391
H 1.362 -6.138 -5.674
H 2.810 -2.033 -3.169
H 4.024 -0.862 -1.069
H 2.229 -0.964 0.975
H -1.939 -4.531 -3.788
H -4.046 -4.877 -2.160
H -3.403 -3.595 0.163
C -4.521 1.134 0.745
O -3.252 0.576 0.542
C -3.129 -0.803 0.989
C -3.604 -0.925 2.425
H -4.814 1.167 1.800
H -5.292 0.570 0.196
H -4.495 2.158 0.361
H -4.691 -1.094 2.452
H -3.384 -0.058 3.066
H -3.149 -1.802 2.882
C -1.640 3.880 -1.610
N -1.480 2.474 -1.858
C -2.096 1.758 -2.945
C -1.685 0.315 -2.621
O -1.907 -0.610 -3.373
N -1.042 0.295 -1.406
C -0.976 1.552 -0.992
N -0.418 1.935 0.161
H -1.753 4.394 -2.564
H -0.755 4.291 -1.122
H -2.517 4.107 -0.991
H -1.725 2.067 -3.924
H -3.188 1.835 -2.929
H -0.433 1.294 0.976
H -0.566 2.892 0.435
Se -0.658 -3.711 2.646
C -2.225 -4.114 3.498
N -3.200 -4.397 4.062
```

Calculated values
- E_HOMO (spin up / spin down): -0.301 / -0.909 eV
- 2S+1: 1
- Energy relative to the best compared isomer or geometry (same formula, charge and spin): 0.0 kcal per mole
- Gap between HOMO and LUMO (spin up / spin down): 4.00 / 4.60 eV
- Total charge: -2

# 4
# C12H10N2O5V

C12H10N2O5V as an isolated structure at a distorted geometry (wB97M-V/def2-TZVPD, the OMol25 dataset).

```
30
Properties=species:S:1:pos:R:3
V 0.417 -0.606 -0.014
C 1.205 -2.290 0.405
O 1.556 -3.368 0.704
C 1.997 0.538 -0.370
O 2.904 1.230 -0.625
C 0.150 0.350 1.695
O 0.043 0.900 2.735
C -0.046 -0.546 -1.904
O -0.253 -0.519 -3.066
C -1.848 2.099 -0.407
H -2.301 1.442 -1.166
H -2.116 1.798 0.610
C -0.646 2.646 -0.653
H 0.069 2.807 0.162
H -0.132 2.423 -1.598
N -4.746 -4.957 2.216
C -4.574 -4.496 0.971
O -5.151 -4.955 -0.029
C -3.618 -3.330 0.799
C -2.887 -2.714 1.828
C -1.887 -1.797 1.530
N -1.579 -1.458 0.271
C -2.387 -1.879 -0.743
C -3.374 -2.852 -0.512
H -5.311 -5.734 2.299
H -4.165 -4.688 3.001
H -3.051 -2.968 2.866
H -1.319 -1.368 2.335
H -2.264 -1.496 -1.770
H -3.911 -3.257 -1.390
```

Calculated values
- E_HOMO (spin up / spin down): -19.931 / -19.980 eV
- 2S+1: 3
- Gap between HOMO and LUMO (spin up / spin down): 6.05 / 5.21 eV
- Total charge: +3
- Expectation value of S²: 2.01

# 5
# CH6N2O

A 2-piece molecular cluster, CH6N2O overall at a distorted geometry (wB97M-V/def2-TZVPD, the OMol25 dataset).

```
10
Properties=species:S:1:pos:R:3
N 0.958 -0.701 0.094
C 0.450 0.171 1.119
N -0.825 0.154 1.130
H 0.359 -1.525 -0.254
H 1.891 -0.913 0.130
H 1.366 0.823 1.483
H -1.481 0.442 1.761
H -1.615 0.260 -1.585
H -0.184 0.425 -1.826
O -0.918 0.863 -2.052
```

Calculated values
- E_HOMO (spin up / spin down): 1.643 / -3.082 eV
- 2S+1: 2
- Energy relative to the best compared isomer or geometry (same formula, charge and spin): 48.6 kcal per mole
- Gap between HOMO and LUMO (spin up / spin down): 3.44 / 8.00 eV
- Total charge: -1
- Expectation value of S²: 0.75

# 6
# C6H7N2

An isolated ion of composition C6H7N2 and charge +1 at a distorted geometry (wB97M-V/def2-TZVPD, the OMol25 dataset).

```
15
Properties=species:S:1:pos:R:3
C 0.674 1.066 0.286
C 1.327 0.180 -0.466
C -0.661 -0.810 -0.746
C -0.751 1.492 2.956
C -1.125 0.680 1.961
C 1.145 -1.160 -2.501
N -0.495 0.785 0.691
N 0.542 -0.579 -1.255
H -1.411 -1.361 -1.154
H -1.336 1.509 3.777
H 0.085 2.280 2.870
H -1.921 0.012 2.083
H 2.181 -0.879 -2.696
H 0.441 -0.922 -3.356
H 1.305 -2.293 -2.450
```

Calculated values
- E_HOMO (spin up / spin down): -13.512 / -13.589 eV
- 2S+1: 1
- Energy relative to the best compared isomer or geometry (same formula, charge and spin): 216.1 kcal per mole
- Gap between HOMO and LUMO (spin up / spin down): 6.79 / 6.54 eV
- Total charge: +1

Across the entries above, total energy takes the values -364.386387 -430.756191 -5175.764282 -1891.670192 -226.330193 -341.723422 hartree, respectively.